[1]
{
  "formula": "C5H8O",
  "method": "ωB97M-V/def2-TZVPD",
  "multiplicity": 1,
  "charge": 0,
  "mol_weight_da": 84.12,
  "energy_ha": -270.37971,
  "e_homo_ev": [-6.5, -6.5],
  "orbital_gap_ha": [0.2682, 0.2683],
  "de_lowest_kcal_mol": 111.8,
  "elements": ["C", "C", "C", "H", "H", "H", "H", "H", "H", "H", "C", "H", "O", "C"],
  "coordinates": [[0.7470, -0.6531, 0.3788], [-1.7893, 0.7388, 0.2766], [1.8623, -1.1321, -0.3594], [-2.0410, 0.1580, 1.1682], [-1.0396, -0.9332, -0.9249], [-0.3626, 0.6271, -1.3934], [-1.4722, 1.7348, 0.5881], [2.3106, -2.0588, -0.0374], [0.4034, -1.1412, 1.2840], [2.2164, -0.7095, -1.2872], [1.2168, 0.6681, 0.5675], [-2.7200, 0.8446, -0.2889], [1.4082, 1.8128, 0.5840], [-0.7399, 0.0436, -0.5560]],
  "nbo_charge": [-0.34, -0.65, -0.76, 0.21, 0.21, 0.21, 0.21, 0.21, 0.27, 0.21, 0.80, 0.23, -0.44, -0.38]
}



[2]
{
  "formula": "C5H6O2",
  "method": "ωB97M-V/def2-TZVPD",
  "multiplicity": 1,
  "charge": 0,
  "mol_weight_da": 98.10,
  "energy_ha": -344.42403,
  "e_homo_ev": -8.8,
  "orbital_gap_ha": 0.3412,
  "de_lowest_kcal_mol": 111.6,
  "elements": ["H", "C", "H", "H", "C", "H", "O", "C", "C", "O", "H", "H", "C"],
  "coordinates": [[1.7021, 1.3681, -0.7811], [1.7133, 0.1646, 0.9687], [-0.9079, 1.4656, 1.1793], [-0.8228, 1.7292, -0.5864], [0.4978, 0.0761, 0.1370], [-0.2721, -2.0157, 0.3798], [-2.7663, -0.4828, -0.0920], [-1.5866, -0.2682, -0.0683], [-0.7427, 0.9812, 0.2124], [1.5567, 0.4104, -0.8124], [2.1569, -0.8479, 0.9357], [-0.1975, -1.4510, -1.3138], [-0.3458, -1.1410, -0.2735]],
  "nbo_charge": [0.51, -0.18, 0.26, 0.24, 0.13, 0.25, -0.50, 0.62, -0.56, -0.58, 0.12, 0.26, -0.56]
}



[3]
{
  "formula": "C23H27BrN4O11P2S5Ti",
  "method": "ωB97M-V/def2-TZVPD",
  "multiplicity": 1,
  "charge": -2,
  "mol_weight_da": 885.54,
  "energy_ha": -8036.90880,
  "e_homo_ev": -1.6,
  "orbital_gap_ha": 0.2036,
  "de_lowest_kcal_mol": 29.7,
  "elements": ["C", "O", "H", "H", "H", "O", "N", "H", "C", "H", "S", "C", "H", "O", "C", "H", "H", "C", "C", "O", "H", "C", "H", "H", "O", "H", "S", "H", "P", "H", "H", "C", "C", "O", "C", "O", "N", "Br", "H", "N", "C", "S", "O", "O", "C", "C", "H", "H", "S", "H", "C", "C", "H", "S", "H", "H", "C", "C", "H", "C", "Ti", "N", "P", "C", "H", "O", "H", "C", "C", "H", "C", "O", "C", "H"],
  "coordinates": [[-0.0900, 5.3589, 0.8995], [-0.7658, 3.6378, 3.1269], [-3.6299, 2.5443, 2.4145], [-3.4759, 2.0604, 0.0211], [-5.0255, -0.4627, -6.0410], [2.4561, 2.8773, -0.6898], [-2.8009, 2.2671, 1.9064], [4.9744, -4.3862, -2.0925], [0.9592, 4.2586, 1.0156], [0.1493, 5.9663, 0.0284], [2.8641, -0.0504, 3.3631], [1.4261, -4.5575, 1.9214], [-1.0926, 4.9476, 0.7780], [-1.7964, 0.3496, 1.2370], [3.5585, -3.0450, -1.2319], [6.9092, -2.8870, -1.6586], [-4.1759, -1.4873, -0.6629], [-6.7031, -0.7421, -4.7314], [-4.3895, -0.7820, -4.0292], [0.3613, 3.9820, -1.6880], [2.8361, 4.2849, 0.6229], [3.3539, -1.8137, -0.5993], [-7.4465, -0.6364, -5.5124], [6.5503, -0.6875, -0.5701], [1.6559, 3.6138, 3.6099], [2.3001, 2.9121, 3.7788], [1.7395, -4.2223, 3.6708], [-6.4445, -1.2880, -1.3951], [0.6056, 3.1867, 2.5063], [1.7065, -2.1905, 0.6888], [1.2745, -1.1204, -1.9669], [-1.3841, -1.5121, -1.1752], [-2.4564, -0.8566, -1.6518], [2.5265, -3.9000, -1.4750], [1.9768, -1.4704, -0.0936], [1.8700, -0.1877, 0.4298], [-0.1999, -0.9778, -0.6508], [-1.9428, 1.0967, -2.5496], [-0.0793, 5.9852, 1.7925], [-2.8989, 2.7161, 0.5468], [5.9120, -2.5802, -1.3652], [5.6693, 0.0394, 4.3316], [-0.0008, 2.0483, -0.2182], [-3.0621, 0.3327, 3.1035], [-4.7518, -1.0058, -2.6867], [-5.3456, -0.6438, -5.0203], [2.3318, -4.4235, 1.3333], [0.6297, -3.9097, 1.5587], [0.1621, -1.3027, 2.7638], [1.1059, -5.5972, 1.8584], [-3.7926, -1.1544, -1.6228], [4.8399, -3.4268, -1.6088], [-0.4052, 3.4858, -2.0254], [4.1046, -2.4946, 4.1251], [-1.9783, 2.5952, 0.1326], [-1.4458, -2.5966, -1.1466], [1.8151, -1.4598, 3.2506], [4.2694, -0.7942, 4.0095], [4.2422, -0.0216, 0.1058], [-7.0824, -0.9851, -3.4146], [0.0926, 0.2941, 0.7453], [0.9718, -1.6460, -1.1438], [1.0192, 3.1526, -0.4817], [-6.1310, -1.1106, -2.4186], [-3.3399, -0.7149, -4.2799], [2.2409, 4.8536, 1.1478], [-1.5406, 3.0971, 2.7725], [5.7142, -1.3485, -0.7572], [-2.5742, 0.8598, 2.1283], [1.6894, -3.3852, -1.4080], [4.4323, -0.9722, -0.3771], [0.6478, 1.7149, 2.2642], [2.4383, -2.6116, 3.6125], [-8.1343, -1.0700, -3.1619]],
  "mulliken_charge": [-1.60, -0.63, 0.24, 0.35, 0.33, -0.92, -0.29, 0.42, 1.06, 0.37, -0.01, -0.33, 0.29, -0.39, 0.24, 0.35, 0.22, -0.43, -0.32, -0.68, 0.42, 0.41, 0.34, 0.40, -0.59, 0.33, -0.18, 0.31, 0.61, -0.60, 0.22, -0.92, 0.13, -0.74, 0.95, -0.06, 1.16, -0.44, 0.43, -0.59, -0.33, -0.34, -0.09, -0.72, 1.03, -0.60, 0.07, 0.03, -0.44, 0.39, -1.11, -0.63, 0.26, -0.23, -0.05, 0.39, -0.16, 0.10, 0.44, -0.40, 0.17, -0.67, 1.41, -0.61, 0.39, -0.64, 0.47, -0.97, 0.41, 0.51, -0.54, -0.05, 0.34, 0.33]
}